C58H114BN6O16TlV | ωB97M-V/def2-TZVPD

```
197
Properties=species:S:1:pos:R:3:forces:R:3:mulliken_charge:R:1
Tl -4.4787 -2.6906 -1.5597 0.341 0.387 -0.342 1.3357
O -2.2642 -7.9300 4.2316 -0.432 0.311 -0.211 -0.4235
V -3.1144 -6.6460 4.2706 1.759 0.799 1.525 1.7130
O -2.7989 -6.0247 5.6634 -0.679 -0.601 -1.117 -0.4105
O 0.3105 0.4064 -0.7905 -0.099 0.097 -0.555 -0.2734
C -0.2053 -0.5599 -0.3065 0.313 1.209 -0.188 0.3201
O 0.2394 -1.1695 0.7560 0.099 -1.163 0.770 0.0662
B -0.5936 -2.3437 1.0769 -0.509 0.405 -0.699 0.8355
O -1.8015 -2.1586 0.1731 1.003 0.294 -0.060 -0.9695
C -1.5214 -1.1993 -0.7279 -1.461 -1.590 0.644 0.2680
O -2.2776 -0.9698 -1.6321 0.502 0.569 -0.101 -0.4283
O 0.0647 -3.6249 0.8219 -0.087 0.551 -0.398 -1.0700
C -0.1767 -4.4477 1.8194 0.943 -0.522 -0.193 0.1632
O 0.2607 -5.5561 1.9280 -0.663 0.079 0.245 -0.6093
C -0.9879 -3.6724 2.8682 0.496 0.575 -0.822 0.5581
O -1.0449 -2.4034 2.4718 -0.274 -0.873 0.768 0.2484
O -1.4260 -4.1653 3.8717 -1.041 -0.294 0.481 -0.5927
C 6.4622 -1.4029 5.1248 0.902 0.818 0.921 -1.5763
C 5.1706 -1.5706 4.3228 0.344 -0.660 -0.735 1.8339
C 4.5445 -2.9719 4.6084 0.575 -0.248 -0.850 -1.7413
C 3.1264 -3.1031 4.0808 0.475 1.843 0.719 -0.5269
C 2.2963 -1.9337 4.6216 -1.481 -1.513 0.678 -0.6474
C 2.8181 -0.5190 4.4393 -0.913 0.237 -0.190 2.6334
N 4.2574 -0.4873 4.6748 -0.086 0.161 -0.048 0.2046
O 4.7829 0.7927 4.4417 -0.327 -1.138 -0.066 -0.3957
C 2.4438 -0.0201 3.0320 0.857 1.162 -0.638 -2.0296
C 2.1842 0.3753 5.4979 -0.144 0.412 1.664 -2.3647
C 5.4621 -1.4713 2.7638 0.000 0.434 0.798 -2.0384
H 6.5437 -0.4070 5.5670 -0.379 0.043 -0.111 0.3681
H 7.4245 -1.4702 4.6141 -0.376 -0.426 -0.592 0.3214
H 6.5403 -2.0673 5.9863 -0.301 -0.230 -0.177 0.3813
H 5.0806 -3.7088 3.9989 0.625 0.243 0.285 0.3974
H 4.7425 -3.2548 5.6406 -0.546 0.130 0.153 0.4868
H 2.6691 -4.0594 4.3187 0.019 -0.038 -0.132 0.7232
H 3.2211 -2.9466 3.0036 -0.395 -0.531 -0.117 -0.0273
H 2.0174 -2.0715 5.6735 0.747 -0.168 0.197 0.6988
H 1.2965 -2.1065 4.1995 0.022 0.939 -0.434 -0.3855
H 1.4125 0.2730 2.8363 -0.355 -0.949 0.486 0.3172
H 2.8837 0.9647 2.8242 0.502 -0.187 0.166 0.6638
H 2.8327 -0.7073 2.2831 -0.408 -0.027 -0.203 0.2341
H 2.4367 1.4359 5.5040 0.076 -0.027 -0.782 0.4037
H 1.0989 0.2869 5.5898 0.023 -0.128 -0.607 0.2188
H 2.5397 0.0798 6.4920 0.091 -0.332 -0.146 0.6107
H 5.6540 -0.4293 2.5015 0.153 -0.031 -0.165 0.4295
H 4.5887 -1.7963 2.2083 0.208 -0.219 -0.208 0.1679
H 6.3718 -2.0165 2.5237 -0.175 -0.256 -0.051 0.6732
H 4.8756 0.7684 3.4727 0.243 0.692 0.085 0.3678
C -0.8352 -5.4608 -5.0114 1.112 0.799 -1.187 -1.7963
C -0.8801 -4.4567 -3.8389 -0.439 -1.634 0.225 1.2336
C 0.5211 -3.9491 -3.4702 0.174 0.993 -0.584 -0.9336
C 0.9800 -2.6638 -4.2566 0.322 -2.287 1.570 -0.7508
C -0.0970 -1.6301 -4.2610 0.186 1.031 0.193 0.3190
C -1.3929 -2.1597 -4.8261 -1.238 -0.485 -2.805 1.3150
N -1.7864 -3.3272 -4.0369 0.629 0.914 1.962 1.4938
O -3.1402 -3.6824 -4.1233 0.141 -0.008 -0.950 -0.5453
C -2.5148 -1.1090 -4.8982 0.611 0.257 2.734 -0.4895
C -1.2348 -2.5367 -6.3398 0.529 0.176 0.187 -1.6942
C -1.3861 -5.2960 -2.6379 0.401 0.656 0.471 -1.5574
H -0.0678 -6.2212 -4.8571 -0.495 -0.377 0.523 0.4459
H -0.4261 -5.0036 -5.9199 -0.266 0.260 0.045 0.3624
H -1.7915 -5.8841 -5.3130 -0.054 -0.168 0.400 0.3684
H 0.5938 -3.7522 -2.3970 -0.233 -0.011 0.053 -0.0581
H 1.2574 -4.7160 -3.7124 -0.141 -0.206 0.219 0.4832
H 1.3217 -3.1100 -5.1898 -0.134 0.930 -0.494 0.5822
H 1.8604 -2.3477 -3.6934 0.045 0.317 -0.429 -0.2668
H 0.2838 -0.7123 -4.7272 -0.464 -0.252 -0.705 -0.6865
H -0.3051 -1.2381 -3.2578 0.059 -0.467 0.223 -0.2693
H -2.8226 -0.9294 -3.8582 -0.420 -0.222 -0.218 -0.2640
H -2.0716 -0.1351 -5.1099 -0.166 -0.128 -0.815 -0.2950
H -3.3812 -1.3872 -5.4859 0.150 0.117 -0.297 0.5991
H -0.2773 -3.0230 -6.5133 -0.105 0.040 -0.345 0.4035
H -2.0279 -3.1760 -6.7362 -0.042 -0.155 0.315 0.2664
H -1.3159 -1.6279 -6.9370 0.323 0.033 -0.058 0.4696
H -0.6816 -6.0801 -2.3550 0.035 -0.161 -0.500 0.4096
H -2.3620 -5.7368 -2.8288 -0.018 0.046 0.088 0.3788
H -1.3740 -4.6589 -1.7443 -0.506 0.120 -0.050 0.0030
H -3.2928 -3.8523 -5.0731 -0.310 -0.202 0.276 0.3248
C 3.1521 -1.0167 -1.7231 -0.325 0.200 0.023 -0.9547
C 4.5057 -0.4161 -2.0303 1.832 0.318 0.687 2.6068
C 5.0003 -0.7683 -3.4266 0.763 -0.655 0.051 -1.2777
C 6.3283 -0.1203 -3.8422 -0.560 0.732 0.695 -0.9787
C 6.1186 1.4036 -3.6734 0.870 -1.001 -0.722 -1.1339
C 5.7547 1.8585 -2.2606 -1.290 0.742 0.019 1.3318
N 4.5459 1.0716 -1.9120 -0.869 -1.328 0.228 1.1179
O 3.7859 1.4848 -0.8325 0.596 0.593 -0.637 -0.5044
C 6.8074 1.7690 -1.1699 0.999 0.208 0.461 -1.6289
C 5.2883 3.3077 -2.3391 -0.577 1.093 0.234 -1.5740
C 5.4947 -0.9346 -0.9436 1.244 -0.423 1.301 -1.9065
H 3.1195 -2.0941 -1.8955 0.378 0.108 -0.612 0.9185
H 2.4304 -0.5060 -2.3647 -0.428 -0.233 0.266 -0.4058
H 2.8871 -0.9901 -0.6654 -0.087 0.727 -0.032 -0.4753
H 5.1178 -1.8542 -3.4382 -0.322 -0.026 -0.260 0.4917
H 4.2482 -0.4370 -4.1470 -0.133 -0.310 -0.066 0.1865
H 6.5489 -0.4251 -4.8642 -0.108 0.394 -0.158 0.5020
H 7.2219 -0.4134 -3.2871 -0.306 -0.322 0.327 0.4077
H 5.2934 1.6737 -4.3348 0.079 0.333 -0.024 0.2122
H 7.0324 1.8914 -4.0150 -0.156 0.408 0.151 0.5380
H 7.3990 2.6814 -1.0600 -0.114 0.138 -0.639 0.4691
H 6.3491 1.7152 -0.1820 -0.079 -0.500 -0.092 0.2616
H 7.5286 0.9774 -1.3663 -0.175 -0.175 0.321 0.3216
H 6.0558 3.9843 -2.7160 0.175 -0.363 -0.251 0.5173
H 4.3935 3.4286 -2.9535 0.183 -0.211 -0.247 -0.1280
H 5.0085 3.7535 -1.3810 0.139 -0.437 0.214 0.4256
H 5.5267 -0.3588 -0.0141 -1.035 0.121 -0.073 0.1755
H 6.5762 -0.9099 -1.1048 -0.225 -0.043 -1.127 0.2479
H 5.3071 -1.9694 -0.6426 -0.418 -0.012 -0.302 0.5782
H 2.8987 1.6144 -1.2167 -0.138 -0.084 0.402 0.2062
C -5.0191 -0.3817 1.2604 -0.406 -1.547 -1.521 -1.4976
C -4.9676 0.9537 0.5347 0.672 1.747 3.007 1.6877
C -3.6852 1.6904 1.1135 -1.227 0.677 0.702 0.2548
C -3.4185 2.9780 0.3622 1.443 0.458 -1.237 -1.6614
C -3.2593 2.7409 -1.1440 0.137 0.260 1.447 0.0432
C -4.4981 2.0407 -1.6996 -0.050 0.143 -1.208 1.0617
N -4.7995 0.8450 -0.8962 1.670 -0.838 0.672 1.5903
O -5.7095 -0.0629 -1.4913 -0.371 1.094 -0.126 -0.6171
C -5.7176 2.9862 -1.8004 0.308 0.246 -0.607 -1.4079
C -4.0870 1.5986 -3.1027 -0.365 -0.844 -1.168 -1.2459
C -6.1663 1.7887 1.1113 -0.434 -0.271 -1.587 -1.8129
H -5.1372 -0.3669 2.3400 0.235 0.543 0.034 0.3481
H -5.8801 -0.9510 0.8833 -0.114 0.101 0.155 0.3976
H -4.1601 -1.0140 0.9940 0.218 0.217 0.199 -0.1849
H -3.9005 2.1022 2.1091 -0.572 -0.674 0.181 0.0833
H -2.9096 0.9613 1.3583 0.606 0.258 -0.955 -0.4678
H -4.1710 3.7583 0.5005 -0.514 -0.530 0.232 0.4317
H -2.5361 3.5508 0.6711 0.227 -0.587 0.400 0.5573
H -2.3492 2.1607 -1.3186 -0.207 -0.385 -0.020 -0.6767
H -3.0294 3.7216 -1.5693 -0.606 -0.098 -0.579 0.3100
H -6.6782 2.4834 -1.6767 0.013 0.007 0.179 0.1376
H -5.7403 3.4032 -2.8083 -0.055 0.124 0.066 0.5360
H -5.6534 3.8305 -1.1175 -0.176 -0.132 0.203 0.3087
H -4.8085 0.9230 -3.5768 -0.102 0.003 0.246 0.4898
H -3.1356 1.0677 -3.1551 0.011 0.056 0.469 -0.2730
H -4.0164 2.4026 -3.8385 0.020 0.409 0.460 0.3584
H -7.0098 1.6700 0.4236 -0.237 -0.041 0.295 0.3291
H -6.4773 1.4422 2.0921 0.121 -0.007 0.056 0.5152
H -5.9702 2.8579 1.1400 0.098 -0.023 0.083 0.3281
H -6.4334 0.5189 -1.7927 -0.233 -0.604 -0.021 0.3580
C -5.0347 0.1569 8.2926 0.217 0.193 -0.020 -1.6330
C -3.7786 0.9004 7.7998 1.732 0.441 1.390 1.2543
C -2.5552 0.4038 8.6801 -0.692 -0.890 -0.699 -1.3426
C -1.9512 -0.8991 8.1435 0.219 0.630 0.524 -0.8859
C -1.4713 -0.7101 6.7062 -0.579 -0.731 1.354 -0.7879
C -2.6751 -0.4437 5.8287 -0.345 0.543 -1.306 2.2373
N -3.4266 0.6862 6.4062 0.082 0.234 0.178 0.6568
O -4.3546 1.2619 5.5353 0.271 -0.230 0.016 -0.3988
C -2.1397 0.0595 4.4547 -0.157 0.438 0.505 -1.2846
C -3.5886 -1.6673 5.6796 -0.937 -0.077 0.846 -1.9140
C -3.8456 2.4124 8.1143 -0.019 0.300 -1.159 -1.9272
H -5.6001 0.7744 8.9892 -0.122 0.205 -0.263 0.4521
H -4.6806 -0.6646 8.9132 -0.418 -0.550 -0.453 0.4016
H -5.6493 -0.1227 7.4400 -0.208 -0.247 0.262 0.2502
H -1.7916 1.1728 8.7873 -0.047 0.062 -0.085 0.3967
H -2.9479 0.1258 9.6578 0.000 0.605 0.187 0.5301
H -2.7003 -1.6847 8.2503 0.117 -0.166 -0.203 0.3411
H -1.1364 -1.1516 8.8249 0.116 -0.193 -0.207 0.4226
H -0.9886 -1.6315 6.3759 0.203 0.170 -0.270 0.4051
H -0.7770 0.1312 6.7231 0.037 -0.032 -0.399 0.2602
H -1.2036 -0.4195 4.1714 -0.015 -0.125 0.163 -0.3037
H -2.8155 -0.0012 3.6024 -0.252 -0.165 0.222 -0.3518
H -1.9534 1.1160 4.6614 0.408 0.047 -0.460 0.8539
H -3.0705 -2.5500 5.3073 0.067 0.109 -0.224 0.2614
H -4.0504 -1.9169 6.6399 0.531 -0.183 0.210 0.4907
H -4.5112 -1.4509 5.1343 0.462 0.190 -0.705 0.3972
H -2.9348 2.9204 7.7820 0.282 -0.313 0.337 0.4400
H -3.9675 2.5390 9.1864 -0.110 0.126 -0.021 0.4870
H -4.5979 2.9669 7.5488 -0.533 -0.368 0.369 0.3764
H -3.8880 2.0437 5.2015 -0.301 0.010 -0.084 0.3283
C 1.9824 1.8064 -4.5222 0.300 -0.558 0.294 -0.7720
C 1.1304 3.0543 -4.2795 1.294 1.834 -0.381 2.6645
C 2.0592 4.3002 -4.6241 -0.638 -0.071 1.658 -1.5180
C 1.3146 5.6544 -4.7241 0.116 -2.170 -2.260 -0.7805
C 0.4180 5.3894 -5.9452 -1.152 0.141 0.106 -1.4875
C -0.6619 4.2957 -5.6845 0.828 0.907 -0.035 1.0735
N 0.0360 3.1040 -5.2125 -0.381 -0.698 -0.279 -0.0032
O -0.7307 1.9176 -5.2808 0.986 0.782 -0.242 0.2189
C -1.5872 4.7731 -4.5592 -1.053 -0.272 0.579 -0.9779
C -1.3534 4.0664 -7.0602 -0.488 -0.698 2.338 -1.7045
C 0.7132 3.1239 -2.7975 -0.672 -1.305 0.308 -0.3409
H 2.8598 1.7445 -3.8593 -0.163 0.574 0.308 -0.4765
H 2.4533 1.7901 -5.5080 -0.570 -0.191 -0.251 0.8449
H 1.4321 0.8976 -4.2649 -0.048 -0.003 -0.442 -0.4873
H 2.7125 4.4189 -3.7565 0.450 -0.491 -0.279 0.2725
H 2.5917 4.0180 -5.5285 0.264 0.457 -0.030 0.6214
H 2.0467 6.4213 -4.9585 -0.149 0.301 0.394 0.5061
H 0.7197 5.8094 -3.8328 0.233 0.537 0.101 0.3420
H 0.9191 4.9991 -6.8331 0.727 0.318 0.237 0.5104
H -0.1506 6.2466 -6.3123 0.099 0.193 0.265 0.4725
H -2.2725 4.0294 -4.1352 0.069 -0.400 -0.648 -0.2412
H -1.0351 5.0486 -3.6629 0.176 0.428 -0.253 0.2846
H -2.2350 5.5867 -4.8897 0.285 0.198 -0.042 0.5728
H -2.1316 3.3451 -6.8036 -0.092 -0.172 -0.802 0.3242
H -1.8454 4.9912 -7.3439 0.216 0.053 -0.300 0.4547
H -0.6304 3.6820 -7.7711 -0.159 0.074 -0.253 0.4075
H 1.2574 2.3284 -2.2804 0.317 0.303 0.204 -0.8946
H -0.3055 2.7475 -2.6673 -0.142 0.384 -0.081 0.0563
H 0.8433 4.0758 -2.2907 0.011 0.105 -0.218 0.4790
H -0.1814 1.4392 -5.9259 -0.566 -0.513 0.106 0.3499
```
Forces are in eV/Å.

Properties
ΔE to the lowest compared entry with this formula, charge and spin	0.0	kcal per mole
LUMO	-11.84	eV
HOMO-LUMO gap	0.0490	Eh
charge	+3
E_HOMO	-13.17	eV
molecular weight	1417.71	g mol⁻¹
F_max	0.0689	Eh/bohr